{"formula": "C15H11N6O7STi", "method": "the ωB97M-V functional and the def2-TZVPD basis", "symbols": ["Ti", "C", "C", "N", "N", "C", "N", "S", "C", "C", "C", "C", "C", "N", "H", "H", "H", "H", "H", "H", "H", "H", "H", "O", "C", "O", "C", "C", "C", "C", "C", "C", "O", "N", "O", "O", "N", "O", "O", "H", "H"], "coordinates": [[0.09674, -0.87937, -0.38491], [1.73438, -2.73453, 3.26129], [0.96174, -2.22670, 2.09721], [1.46932, -1.69991, 1.04526], [2.82646, -1.65408, 0.88518], [3.10312, -1.68700, -0.38662], [4.36838, -1.70037, -0.80358], [1.85637, -1.74498, -1.64666], [-0.52692, -2.32915, 2.06380], [-1.26880, -2.77927, 3.13559], [-2.65081, -2.88018, 3.01765], [-3.26126, -2.53236, 1.82806], [-2.46453, -2.08387, 0.79133], [-1.13523, -1.99411, 0.89909], [2.79747, -2.68621, 3.05185], [1.45286, -3.76255, 3.49272], [1.51884, -2.12063, 4.13902], [5.11186, -1.66610, -0.12499], [4.59063, -1.66778, -1.78237], [-0.77528, -3.04399, 4.05889], [-3.23993, -3.22722, 3.85573], [-4.33091, -2.59417, 1.69463], [-2.89949, -1.78342, -0.15447], [-1.88053, 1.48782, 1.30526], [-0.94772, 1.44292, 0.56738], [0.09518, 0.57196, 0.71672], [-0.76603, 2.24387, -0.69005], [-0.86521, 3.61870, -0.72495], [-0.63484, 4.25552, -1.93321], [-0.32211, 3.56905, -3.08863], [-0.22444, 2.18963, -3.03240], [-0.46900, 1.50782, -1.84952], [-0.45625, 0.15573, -1.73136], [0.13282, 1.46676, -4.26401], [0.73190, 0.41944, -4.13127], [-0.19840, 1.97231, -5.31064], [-0.72627, 5.73170, -1.98804], [-1.00910, 6.30004, -0.95600], [-0.52695, 6.25647, -3.06004], [-1.10855, 4.19507, 0.15641], [-0.15952, 4.09316, -4.01936]], "e_homo_ev": -12.371, "energy_ha": -2680.8021, "charge": 1, "orbital_gap_ev": 7.287, "de_lowest_kj_mol": 68.3}